# C15H28FNO10S2

A 3-piece molecular cluster, C15H28FNO10S2 overall (ωB97M-V/def2-TZVPD, OMol25).

Last column: natural (NBO) charge in e.
Atoms and positions in Å:
C: 2.3930 1.4299 5.1399  -0.6193
C: 1.6013 2.6817 4.7148  -0.4370
C: 0.4696 2.4077 3.7268  0.2154
F: -0.1919 1.2230 4.0872  -0.3794
C: 0.8941 2.3485 2.2632  -0.0769
N: 1.8504 1.2533 1.9596  -0.6492
C: 1.3131 0.4334 0.9721  0.6667
O: 1.9483 -0.1937 0.1664  -0.5732
C: -0.1935 0.6025 1.1082  -0.0209
O: -0.9732 0.0728 0.0694  -0.7168
C: -0.2846 2.1238 1.2836  -0.2188
C: -0.1879 2.8744 -0.0623  -0.4075
C: 1.2107 3.2150 -0.6313  -0.2257
C: 1.2306 3.0379 -2.1662  -0.6041
C: 1.6915 4.6216 -0.1856  -0.6177
H: 2.1932 0.5878 4.4765  0.2318
H: 2.1299 1.1294 6.1562  0.2131
H: 3.4681 1.6285 5.1323  0.2088
H: 1.1886 3.1892 5.5912  0.2150
H: 2.2777 3.4002 4.2349  0.2054
H: -0.2689 3.2188 3.7907  0.1677
H: 1.3736 3.3153 2.0750  0.2147
H: 2.7854 1.5534 1.7175  0.3978
H: -0.4251 0.1463 2.0781  0.2166
H: -1.3253 -0.7727 0.3758  0.4902
H: -1.2593 2.3594 1.7187  0.2229
H: -0.7385 3.8154 0.0573  0.2070
H: -0.7467 2.2914 -0.7999  0.2273
H: 1.9436 2.5044 -0.2425  0.1991
H: 1.6990 2.0902 -2.4450  0.2190
H: 0.2184 3.0505 -2.5835  0.2014
H: 1.7925 3.8356 -2.6582  0.2059
H: 0.9647 5.1136 0.4669  0.2015
H: 2.6453 4.5710 0.3493  0.2068
H: 1.8490 5.2789 -1.0446  0.2139
O: -2.2243 -4.0054 -4.8261  -0.9208
S: -2.6038 -2.6379 -4.7332  2.5549
O: -3.7113 -2.1482 -5.4701  -0.8957
O: -1.3161 -1.7399 -5.0016  -0.6904
C: -1.0656 -0.8555 -3.8906  -0.0950
C: -1.6003 -1.6230 -2.7014  -0.1125
O: -2.8008 -2.2429 -3.2040  -0.6987
H: -1.6018 0.0804 -4.0525  0.1933
H: 0.0020 -0.6689 -3.8272  0.2212
H: -1.8559 -0.9876 -1.8608  0.2275
H: -0.9102 -2.4023 -2.3809  0.2136
O: -0.6121 -3.9335 0.9485  -0.9142
S: -0.2334 -4.8968 -0.0250  2.5550
O: 1.1297 -5.2051 -0.2522  -0.8864
O: -0.9541 -4.5023 -1.3927  -0.7076
C: -1.7601 -5.5854 -1.8898  -0.0984
C: -2.1939 -6.3053 -0.6278  -0.1019
O: -1.0261 -6.2602 0.2104  -0.6880
H: -1.1458 -6.2148 -2.5338  0.2013
H: -2.5850 -5.1685 -2.4599  0.2306
H: -2.4548 -7.3454 -0.7976  0.2162
H: -3.0131 -5.7897 -0.1242  0.1948

Force components x, y, z for each atom (eV/Å):
C 0.0 0.0 0.1
C 0.2 -0.1 -0.1
C 0.0 0.2 0.0
F 0.0 0.2 -0.1
C 0.1 0.1 0.1
N -0.2 0.5 -0.5
C 0.1 0.1 0.1
O -0.1 -0.2 0.0
C 0.2 -0.2 0.3
O -0.1 -0.1 0.1
C -0.2 -0.3 -0.2
C 0.0 0.1 0.1
C 0.2 0.0 0.0
C 0.0 0.1 0.0
C 0.0 0.0 -0.1
H 0.1 0.1 0.1
H 0.0 0.0 -0.1
H -0.1 0.0 0.0
H 0.0 -0.1 -0.1
H -0.1 0.0 0.1
H 0.0 -0.2 0.1
H 0.0 -0.1 -0.1
H 0.1 -0.1 0.3
H -0.2 0.0 -0.2
H 0.2 0.1 -0.1
H 0.2 0.1 0.2
H 0.0 -0.1 -0.1
H 0.0 0.0 0.1
H -0.1 0.0 0.0
H -0.1 0.0 0.0
H 0.1 0.1 0.0
H 0.0 -0.1 0.0
H 0.1 0.0 0.0
H -0.1 0.0 0.0
H -0.1 0.0 0.1
O 0.0 -0.1 -0.1
S 0.1 0.1 0.1
O 0.0 -0.1 0.0
O 0.0 -0.1 0.0
C -0.1 0.1 0.1
C 0.3 0.0 0.2
O -0.1 0.1 -0.1
H 0.0 0.0 0.0
H 0.0 -0.1 -0.1
H -0.1 0.0 -0.1
H 0.0 0.1 0.0
O 0.0 0.1 0.0
S -0.1 -0.1 -0.1
O 0.0 0.0 0.1
O 0.0 0.1 0.0
C 0.0 -0.2 -0.1
C -0.1 0.1 0.0
O 0.1 0.0 0.0
H 0.0 0.0 0.0
H 0.1 0.1 0.0
H 0.1 0.0 0.1
H 0.0 0.0 0.0

Results
**E_tot**: -62360.7960 eV
**SMILES**: CC[C@H](F)[C@H]1NC(=O)[C@H](O)[C@@H]1CC(C)C.O=S1(=O)OCCO1.O=S1(=O)OCCO1
**Kohn-Sham gap**: 10.14 eV
**Net charge**: 0
**Highest occupied orbital energy**: -9.644 eV